Record 1
# C4H8O2S

2 unconnected molecules or ions with the total composition C4H8O2S (ωB97M-V/def2-TZVPD, the Open Molecules 2025 dataset).

The energy above the lowest of the compared OMol25 structures with the same formula, charge and spin comes out at 115.2 kcal per mole. For the HOMO energy, the calculation gives -8.6 eV. For the total energy, the calculation gives -19203.4033 eV. Its gap between HOMO and LUMO is 8.43 eV.

Last column: Löwdin charge in e.
Geometry (Å):
C  -0.7008  -1.1654  1.2440  -0.1364
C  -0.2286  0.2303  1.0182  -0.8728
C  -0.3324  0.6506  -0.3926  -0.4864
C  1.0674  0.6315  -1.0576  -0.2120
H  -1.9010  -0.9359  1.5809  0.1609
H  -0.2549  -1.6417  2.1025  0.0451
H  -0.6704  -1.8977  0.2006  0.1634
H  -0.7159  1.5984  -0.5093  0.0979
H  -2.1069  0.7314  -1.4310  0.3012
H  0.8076  0.2793  -2.2078  0.1736
H  1.7769  1.4809  -1.0346  0.1269
H  2.4145  -0.2653  0.0297  0.1514
O  -1.2481  -0.2066  -1.0792  -0.1504
O  1.6926  -0.5736  -0.6628  -0.1249
S  0.4000  1.0837  2.1990  0.7626

Record 2
# C4H8O2S

A gas-phase ion, C4H8O2S (charge +1) (ωB97M-V/def2-TZVPD, the Open Molecules 2025 dataset).

The charge is +1. The multiplicity is 2. The energy above the lowest of the compared OMol25 structures with the same formula, charge and spin comes out at 33.9 kcal per mole. For the HOMO energy (spin up / spin down), the calculation gives -13.7 / -13.7 eV. For the total energy, the calculation gives -19197.4535 eV. Its gap between HOMO and LUMO (spin up / spin down) is 9.32 / 4.38 eV.

Last column: Löwdin charge in e.
Geometry (Å):
O  0.4044  -2.6901  -0.7585  0.0966
C  -0.1899  -1.7109  -1.2278  -0.5028
O  -0.2059  -1.6695  -2.5432  0.1012
C  -0.4018  -0.3072  -0.7759  -0.1086
C  0.1441  0.0181  0.6676  -0.2024
C  -0.1824  1.5864  0.9576  -0.3535
S  0.1707  1.9514  2.7783  1.1326
H  0.1438  -2.4426  -3.0423  0.1649
H  -0.0590  0.4495  -1.5619  0.1624
H  -1.4594  -0.0140  -0.6590  0.1281
H  1.2467  -0.1987  0.4865  0.1381
H  -0.0607  -0.7452  1.4146  0.1131
H  0.2880  2.1495  0.1706  0.0955
H  -1.2987  1.6283  0.9821  0.0951
H  1.4604  1.9951  3.1113  -0.0603